No. 1
The following is a quantum chemistry calculation of a molecular structure, C17H14AlF4O3 at a distorted geometry, from the OMol25 dataset.

Values from the calculation:
Multiplicity   1
LUMO energy   0.508 eV
Gap between HOMO and LUMO   7.59 eV
Net charge   -1
HOMO energy   -7.09 eV

Atoms and positions in Å:
C (-2.516, 1.174, 0.972)
C (-3.524, -0.069, 0.866)
O (-2.909, -1.372, 1.017)
C (-2.340, -1.837, -0.252)
C (-0.735, -1.749, -0.050)
C (-0.013, -2.602, 1.033)
C (1.545, -2.451, 1.185)
C (2.310, -1.455, 0.288)
C (1.533, -0.600, -0.776)
C (0.012, -0.732, -0.982)
C (2.388, 0.455, -1.647)
O (2.165, 0.665, -2.864)
C (3.515, 1.241, -0.800)
C (3.823, 2.746, -0.955)
C (4.946, 3.355, -0.035)
C (5.756, 2.495, 0.963)
C (5.434, 0.972, 1.108)
C (4.308, 0.370, 0.245)
C (3.897, -1.185, 0.382)
O (4.727, -2.113, 0.545)
H (-2.956, 2.047, 0.370)
H (-2.374, 1.569, 2.048)
H (-1.468, 0.981, 0.564)
H (-4.261, 0.039, 1.751)
H (-4.193, -0.024, -0.074)
H (-2.704, -2.894, -0.471)
H (-2.678, -1.153, -1.103)
H (-0.571, -3.323, 1.736)
H (2.128, -3.035, 1.970)
H (-0.604, -0.138, -1.738)
H (3.240, 3.406, -1.683)
H (5.162, 4.474, -0.113)
H (6.589, 2.895, 1.644)
H (5.976, 0.269, 1.826)
F (-7.635, 0.518, -2.765)
Al (-7.123, -0.484, -1.394)
F (-8.445, -1.570, -0.926)
F (-6.700, 0.561, -0.022)
F (-5.703, -1.445, -1.861)

---

No. 2
The following is a quantum chemistry calculation of a gas-phase ion, C5H11IN (charge +1) at a distorted geometry, from the OMol25 dataset.

Values from the calculation:
Multiplicity   1
LUMO energy   -3.538 eV
Gap between HOMO and LUMO   9.34 eV
Net charge   +1
ΔE to the lowest compared entry with this formula, charge and spin   37.7 kcal per mole
HOMO energy   -12.88 eV
SMILES   C/C(I)=C/[C@@H](C)[NH3+]

Atoms and positions in Å:
C (-1.825, -2.469, 0.182)
C (-1.576, -1.032, 0.155)
I (-3.219, 0.281, 0.078)
C (-0.354, -0.457, 0.288)
C (0.390, 0.882, 0.503)
C (1.695, 0.644, -0.181)
N (-0.334, 2.053, 0.046)
H (-2.365, -2.857, -0.726)
H (-2.522, -2.846, 0.904)
H (-0.967, -3.028, 0.139)
H (0.382, -1.291, 0.085)
H (0.757, 0.937, 1.495)
H (1.760, 0.843, -1.240)
H (2.211, -0.345, -0.076)
H (2.536, 1.322, 0.158)
H (0.162, 2.916, 0.440)
H (-1.364, 1.991, 0.400)
H (-0.245, 2.288, -0.894)

---

No. 3
The following is a quantum chemistry calculation of a gas-phase ion, C19H24FN2O (charge +1), from the OMol25 dataset.

Values from the calculation:
Multiplicity   1
LUMO energy   -2.320 eV
Gap between HOMO and LUMO   8.82 eV
Net charge   +1
ΔE to the lowest compared entry with this formula, charge and spin   0.5 kcal per mole
HOMO energy   -11.14 eV
SMILES   COc1cccc(CN2CC[NH+](Cc3cccc(F)c3)CC2)c1

Atoms and positions in Å:
C (1.536, 3.965, -0.085)
O (1.338, 2.576, -0.254)
C (0.802, 2.134, -1.420)
C (0.293, 2.939, -2.435)
C (-0.246, 2.353, -3.567)
C (-0.304, 0.977, -3.702)
C (0.207, 0.165, -2.700)
C (0.157, -1.340, -2.798)
N (-0.238, -1.874, -1.506)
C (0.069, -3.256, -1.216)
C (-0.063, -3.429, 0.319)
N (-0.319, -2.091, 0.894)
C (-0.127, -1.974, 2.359)
C (-0.016, -0.523, 2.751)
C (-1.073, 0.143, 3.358)
C (-0.956, 1.483, 3.690)
C (0.211, 2.174, 3.422)
C (1.260, 1.498, 2.821)
F (2.406, 2.141, 2.580)
C (1.163, 0.162, 2.475)
C (-1.639, -1.610, 0.433)
C (-1.600, -1.573, -1.111)
C (0.761, 0.749, -1.573)
H (2.067, 4.072, 0.858)
H (2.146, 4.381, -0.890)
H (0.583, 4.499, -0.033)
H (0.316, 4.014, -2.356)
H (-0.635, 2.983, -4.351)
H (-0.737, 0.537, -4.587)
H (1.155, -1.724, -3.027)
H (-0.519, -1.651, -3.607)
H (-0.597, -3.962, -1.734)
H (1.091, -3.462, -1.537)
H (0.855, -3.834, 0.746)
H (-0.888, -4.091, 0.585)
H (0.345, -1.465, 0.397)
H (-0.968, -2.455, 2.863)
H (0.791, -2.503, 2.627)
H (-1.984, -0.388, 3.588)
H (-1.781, 1.990, 4.167)
H (0.323, 3.214, 3.681)
H (2.014, -0.325, 2.024)
H (-1.804, -0.615, 0.847)
H (-2.413, -2.282, 0.806)
H (-2.320, -2.289, -1.535)
H (-1.855, -0.578, -1.475)
H (1.195, 0.144, -0.790)

---

No. 4
The following is a quantum chemistry calculation of a molecular structure, C20H18N9O6Rh at a distorted geometry, from the OMol25 dataset.

Values from the calculation:
Multiplicity   1
LUMO energy   -7.615 eV
Gap between HOMO and LUMO   5.14 eV
Net charge   +2
ΔE to the lowest compared entry with this formula, charge and spin   72.7 kcal per mole
HOMO energy   -12.76 eV

Atoms and positions in Å:
Rh (0.589, 2.750, -0.417)
O (-1.014, 6.142, 1.623)
C (-0.405, 5.091, 1.151)
O (0.013, 4.997, -0.005)
C (-0.180, 3.987, 2.121)
C (-0.982, 3.512, 3.118)
C (-0.362, 2.517, 3.946)
C (0.762, 1.844, 3.533)
C (1.225, 2.112, 2.230)
N (0.722, 3.124, 1.567)
C (2.298, 1.451, 1.385)
O (3.044, 0.622, 1.807)
O (2.372, 1.996, 0.171)
H (-1.082, 6.840, 0.949)
H (-1.686, 4.189, 3.589)
H (-0.804, 2.309, 4.911)
H (1.282, 1.135, 4.162)
N (0.276, 2.899, -2.557)
N (-1.078, 2.816, -2.918)
C (-2.068, 2.887, -2.001)
N (-3.304, 3.033, -2.443)
N (-1.694, 2.687, -0.733)
N (-2.726, 2.719, 0.191)
O (-2.595, 1.950, 1.116)
O (-3.684, 3.442, 0.027)
H (0.598, 3.853, -2.729)
H (0.800, 2.269, -3.158)
H (-1.296, 2.946, -3.895)
H (-3.509, 3.131, -3.424)
H (-4.056, 3.183, -1.786)
N (1.535, -4.232, -1.280)
C (1.318, -5.528, -0.878)
C (1.717, -6.755, -1.416)
C (1.249, -7.876, -0.777)
C (0.383, -7.800, 0.341)
C (-0.018, -6.595, 0.855)
C (0.446, -5.435, 0.217)
N (0.137, -4.119, 0.462)
C (0.808, -3.435, -0.432)
C (0.711, -1.994, -0.520)
C (1.434, -1.211, -1.426)
C (1.259, 0.148, -1.439)
N (0.375, 0.775, -0.638)
C (-0.319, 0.031, 0.252)
C (-0.171, -1.326, 0.339)
H (2.131, -3.945, -2.036)
H (2.336, -6.824, -2.300)
H (1.548, -8.851, -1.139)
H (0.043, -8.718, 0.799)
H (-0.649, -6.526, 1.730)
H (2.155, -1.641, -2.106)
H (1.859, 0.764, -2.093)
H (-1.012, 0.555, 0.887)
H (-0.733, -1.896, 1.066)

---

No. 5
The following is a quantum chemistry calculation of a molecular structure, C42H38BN13O5RuS at a distorted geometry, from the OMol25 dataset.

Values from the calculation:
Multiplicity   2
LUMO energy (spin up / spin down)   -8.775 / -10.500 eV
Gap between HOMO and LUMO (spin up / spin down)   5.48 / 3.76 eV
Net charge   +3
ΔE to the lowest compared entry with this formula, charge and spin   7.7 kcal per mole
HOMO energy (spin up / spin down)   -14.26 / -14.26 eV

Atoms and positions in Å:
Ru (0.095, -1.573, -0.334)
C (0.372, -5.857, 0.330)
C (0.899, -4.577, 0.368)
N (0.102, -3.731, -0.314)
N (-0.937, -4.474, -0.785)
C (-0.795, -5.743, -0.393)
B (-2.010, -3.694, -1.544)
N (-2.581, -2.777, -0.420)
C (-3.746, -2.823, 0.236)
C (-3.653, -2.032, 1.371)
C (-2.361, -1.532, 1.366)
N (-1.724, -2.007, 0.284)
N (-1.209, -2.884, -2.617)
C (-1.208, -3.065, -3.948)
C (-0.156, -2.352, -4.490)
C (0.469, -1.752, -3.401)
N (-0.177, -2.090, -2.284)
N (-3.109, -4.411, -2.234)
C (-3.279, -5.684, -2.693)
C (-4.424, -5.707, -3.437)
C (-4.904, -4.382, -3.389)
N (-4.120, -3.601, -2.671)
H (0.791, -6.748, 0.764)
H (1.805, -4.242, 0.827)
H (-1.539, -6.485, -0.628)
H (-4.566, -3.407, -0.149)
H (-4.418, -1.858, 2.107)
H (-1.860, -0.877, 2.058)
H (-1.941, -3.697, -4.423)
H (0.116, -2.280, -5.529)
H (1.338, -1.117, -3.373)
H (-2.580, -6.475, -2.482)
H (-4.874, -6.555, -3.923)
H (-5.793, -3.978, -3.848)
C (2.190, 11.536, -4.070)
O (0.955, 10.765, -4.125)
C (0.886, 9.554, -3.688)
C (-0.397, 8.928, -3.831)
C (-0.576, 7.651, -3.412)
C (0.503, 6.924, -2.845)
C (1.773, 7.559, -2.694)
C (1.971, 8.840, -3.097)
C (0.384, 5.554, -2.435)
N (1.407, 4.818, -2.017)
C (0.894, 3.595, -1.771)
C (-0.468, 3.562, -2.035)
N (-0.780, 4.815, -2.461)
C (-1.262, 2.374, -1.882)
C (-2.630, 2.257, -2.150)
C (-3.231, 1.036, -1.999)
C (-2.483, -0.050, -1.542)
N (-1.192, 0.049, -1.242)
C (-0.575, 1.237, -1.439)
C (0.844, 1.246, -1.215)
N (1.403, 0.052, -0.904)
C (2.728, 0.012, -0.725)
C (3.536, 1.144, -0.806)
C (2.974, 2.356, -1.121)
C (1.598, 2.410, -1.354)
H (1.936, 12.503, -4.485)
H (2.949, 11.047, -4.676)
H (2.512, 11.638, -3.036)
H (-1.194, 9.504, -4.281)
H (-1.552, 7.200, -3.529)
H (2.577, 6.994, -2.245)
H (2.934, 9.312, -2.971)
H (-1.691, 5.151, -2.729)
H (-3.206, 3.110, -2.485)
H (-4.280, 0.892, -2.217)
H (-2.955, -1.011, -1.436)
H (3.166, -0.954, -0.534)
H (4.598, 1.041, -0.628)
H (3.568, 3.257, -1.210)
C (0.444, -5.902, 6.381)
C (0.743, -4.427, 6.383)
C (1.915, -3.945, 6.966)
C (2.243, -2.602, 6.908)
C (1.372, -1.718, 6.278)
C (0.181, -2.166, 5.726)
C (-0.132, -3.517, 5.797)
S (1.831, -0.027, 6.118)
O (2.612, 0.345, 7.251)
O (0.664, 0.690, 5.687)
N (2.866, 0.030, 4.844)
C (2.372, -0.020, 3.494)
C (2.426, -1.425, 2.861)
C (1.537, -1.509, 1.682)
O (1.823, -2.173, 0.612)
O (0.416, -0.944, 1.616)
H (1.355, -6.484, 6.251)
H (-0.262, -6.163, 5.594)
H (0.004, -6.208, 7.332)
H (2.576, -4.633, 7.479)
H (3.147, -2.230, 7.374)
H (-0.499, -1.453, 5.278)
H (-1.077, -3.870, 5.402)
H (3.825, -0.211, 5.049)
H (2.940, 0.680, 2.876)
H (1.341, 0.324, 3.530)
H (2.062, -2.170, 3.580)
H (3.438, -1.714, 2.571)